C3H4OS as an isolated structure at a distorted geometry, computed with the ωB97M-V functional and the def2-TZVPD basis.

net charge: 0
relative energy (zero: lowest compared OMol25 entry of this formula, charge and spin): 18.3 kcal per mole
electronic energy: -590.095432 Ha

XYZ file:
```
9
Properties=species:S:1:pos:R:3:forces:R:3:mulliken_charge:R:1
C -0.34625 0.41933 -0.53762 -0.5997 2.2937 -4.4423 0.45
C -1.03355 -0.79367 -0.10147 -2.0385 -0.3113 -0.5865 -0.34
C 0.17437 -1.22155 0.73486 -1.4541 -2.9960 2.8597 -0.37
H -1.34848 -1.44298 -0.95138 -0.1470 0.3963 0.8915 0.27
H -1.88444 -0.24425 0.44188 0.7201 -1.8122 -0.2404 0.20
H 0.74561 -2.10221 0.38515 -0.2364 0.7410 -0.2924 0.30
H -0.03990 -1.42475 1.81888 -0.0783 -0.1404 -0.9951 0.24
O -0.49466 1.17448 -1.48068 -0.3205 -0.5913 1.0905 -0.59
S 0.85731 0.33710 0.59852 4.1542 2.4203 1.7150 -0.17
```
Forces are in eV/Å.

---

One molecule with the formula C3H4OS at a distorted geometry, computed with the ωB97M-V functional and the def2-TZVPD basis.

net charge: 0
SMILES string: O=C1CCS1
relative energy (zero: lowest compared OMol25 entry of this formula, charge and spin): 43.5 kcal per mole
electronic energy: -590.055388 Ha

XYZ file:
```
9
Properties=species:S:1:pos:R:3:forces:R:3:mulliken_charge:R:1
C 0.10075 1.16862 -0.18882 0.8656 -3.0110 0.5867 0.39
C -0.51490 0.00466 0.61391 -1.2514 1.8140 -4.3091 -0.47
C 0.30274 -1.01443 -0.25715 -1.5668 -1.9961 -2.4184 -0.45
H -1.63266 0.46487 0.30266 2.2043 -2.6767 1.2379 0.25
H -0.21863 0.04232 1.61748 -0.2388 0.1162 1.5268 0.29
H -0.38191 -1.85024 -0.96380 2.4232 1.8205 2.9110 0.28
H 1.30496 -1.27157 0.24410 -2.0755 -0.5097 -0.5855 0.29
O 0.21245 2.24737 0.19489 0.3168 4.0356 0.2490 -0.45
S 0.82721 0.20841 -1.56327 -0.6773 0.4071 0.8016 -0.13
```
Forces are in eV/Å.

---

> Among the records above, which one has the highest electronic energy?

number 2